No. 1
This record from OMol25 describes a structure of composition C29H28InN9Se. The level of theory is ωB97M-V/def2-TZVPD.

2S+1: 1
E_HOMO (spin up / spin down): -5.402 / -5.022 eV
energy above the lowest of the compared OMol25 structures with the same formula, charge and spin: 0.36 kcal per mole
frontier orbital gap (spin up / spin down): 0.1657 / 0.1518 Ha
total energy: -4206.1133 Eh

Last column: natural (NBO) charge in e.
CARTESIAN COORDINATES (ANGSTROEM)
In: -0.865 -0.241 -1.670  0.77
Se: 4.829 6.250 -1.423  0.92
N: 5.112 4.504 -1.573  -0.62
C: 3.938 3.950 -1.599  0.19
C: 3.726 2.514 -1.767  -0.12
C: 4.789 1.618 -1.894  -0.13
C: 4.528 0.284 -2.093  -0.25
C: 3.196 -0.118 -2.148  0.06
N: 2.189 0.729 -2.009  -0.41
C: 2.425 2.023 -1.822  0.16
C: 1.242 2.917 -1.653  0.26
N: -0.006 2.395 -1.671  -0.45
C: -1.039 3.215 -1.546  0.07
C: -0.920 4.589 -1.368  -0.25
C: 0.337 5.127 -1.338  -0.12
C: 1.440 4.290 -1.498  -0.12
C: 2.801 4.833 -1.498  0.11
N: 3.060 6.103 -1.407  -0.60
H: 5.803 1.996 -1.833  0.24
H: 5.324 -0.442 -2.191  0.23
H: 2.923 -1.163 -2.284  0.21
H: -2.017 2.738 -1.573  0.23
H: -1.802 5.204 -1.260  0.23
H: 0.499 6.189 -1.202  0.24
C: -3.134 -0.174 -1.243  -0.47
C: -3.703 -1.465 -1.275  -0.31
C: -3.460 -2.493 -2.246  -0.21
C: -4.044 -3.742 -2.140  -0.20
C: -4.897 -4.070 -1.086  -0.30
C: -5.177 -3.083 -0.145  -0.21
C: -4.626 -1.815 -0.232  -0.27
H: -2.809 -2.264 -3.078  0.20
H: -3.833 -4.483 -2.906  0.20
H: -5.350 -5.051 -1.019  0.20
H: -5.848 -3.307 0.679  0.20
H: -4.886 -1.056 0.499  0.21
N: -0.911 -3.580 -0.281  -0.32
C: -1.232 -4.871 -0.491  -0.03
C: -0.624 -5.233 -1.669  -0.35
C: 0.028 -4.060 -2.105  -0.05
N: -0.147 -3.062 -1.252  -0.28
H: -1.209 -2.982 0.468  0.42
H: -1.868 -5.421 0.185  0.23
H: -0.670 -6.190 -2.160  0.23
H: 0.601 -3.903 -3.007  0.21
C: 2.565 0.476 3.607  -0.41
C: 2.629 0.894 2.156  -0.21
N: 1.614 0.152 1.432  -0.62
C: 0.322 0.020 1.895  0.62
N: -0.608 -0.253 1.038  -0.63
C: -1.976 -0.427 1.555  -0.25
C: -1.983 -0.993 2.963  -0.42
C: -1.159 -0.077 3.842  -0.20
N: 0.161 0.105 3.259  -0.45
C: 1.161 0.724 4.119  -0.20
H: 3.285 1.031 4.209  0.22
H: 2.795 -0.589 3.677  0.21
H: 3.600 0.653 1.727  0.21
H: 2.485 1.980 2.072  0.17
H: 1.629 0.207 0.431  0.41
H: -2.526 -1.062 0.866  0.24
H: -2.498 0.534 1.545  0.20
H: -1.539 -1.995 2.966  0.20
H: -3.000 -1.068 3.349  0.22
H: -1.024 -0.499 4.838  0.20
H: -1.672 0.885 3.957  0.18
H: 1.045 0.301 5.116  0.20
H: 0.982 1.804 4.202  0.18



No. 2
This record from OMol25 describes the molecule C7H11NO in a non-equilibrium geometry. The level of theory is ωB97M-V/def2-TZVPD.

SMILES: C[C@@H]1[C@H]2N[C@@H]1[C@]1(C)O[C@H]21
2S+1: 1
E_HOMO: -8.911 eV
energy above the lowest of the compared OMol25 structures with the same formula, charge and spin: 125.30 kcal per mole
frontier orbital gap: 0.3610 Ha
total energy: -403.1343 Eh

Last column: natural (NBO) charge in e.
CARTESIAN COORDINATES (ANGSTROEM)
C: -0.182 -1.325 -1.469  -0.64
C: 0.266 0.025 -1.192  -0.23
C: 1.611 0.246 -0.338  -0.09
N: 1.040 1.783 -0.203  -0.60
C: -0.279 1.218 -0.303  -0.09
C: -0.342 0.374 1.034  0.17
C: -1.601 -0.098 1.651  -0.62
O: 0.560 0.671 2.047  -0.47
C: 0.902 -0.307 1.037  0.02
H: -1.011 -1.373 -2.323  0.23
H: -0.393 -2.051 -0.550  0.22
H: 0.860 -1.809 -1.840  0.22
H: 0.449 0.582 -2.151  0.20
H: 2.627 -0.036 -0.596  0.22
H: 1.472 2.250 -1.083  0.36
H: -1.205 1.868 -0.527  0.22
H: -1.949 0.741 2.402  0.23
H: -2.539 -0.357 0.872  0.21
H: -1.459 -1.025 2.233  0.22
H: 1.175 -1.376 1.300  0.20



No. 3
This record from OMol25 describes a structure of composition C2H7N2S in a non-equilibrium geometry. The level of theory is ωB97M-V/def2-TZVPD.

charge: +1
2S+1: 1
E_HOMO: -13.436 eV
energy above the lowest of the compared OMol25 structures with the same formula, charge and spin: 45.54 kcal per mole
frontier orbital gap: 0.3474 Ha
total energy: -587.7974 Eh

Last column: natural (NBO) charge in e.
CARTESIAN COORDINATES (ANGSTROEM)
C: -0.048 -0.787 1.824  -0.02
C: -0.460 0.475 -1.158  -0.02
N: 1.257 -0.719 1.749  -0.71
N: -0.674 1.723 -1.367  -0.71
S: -1.307 -0.258 0.921  0.09
H: -0.372 -0.986 2.792  0.22
H: 0.584 0.245 -0.884  0.21
H: -1.220 -0.339 -1.455  0.26
H: 1.761 -1.464 2.225  0.43
H: -0.075 2.481 -1.384  0.43
H: 1.763 -0.277 0.969  0.40
H: -1.707 1.971 -1.351  0.42



No. 4
This record from OMol25 describes a cluster of 9 separate species, C8H32ClN16O12 in total in a non-equilibrium geometry. The level of theory is ωB97M-V/def2-TZVPD.

2S+1: 2
E_HOMO (spin up / spin down): -8.474 / -8.474 eV
energy above the lowest of the compared OMol25 structures with the same formula, charge and spin: 6.64 kcal per mole
expectation value of S²: 0.763
frontier orbital gap (spin up / spin down): 0.2883 / 0.0855 Ha
total energy: -2562.9528 Eh

Last column: natural (NBO) charge in e.
CARTESIAN COORDINATES (ANGSTROEM)
Cl: -15.365 -21.760 -6.154  2.54
O: -14.226 -21.248 -5.355  -0.85
O: -15.411 -21.258 -7.506  -0.85
O: -15.306 -23.152 -6.098  -0.89
O: -16.603 -21.440 -5.448  -0.91
C: -17.432 -24.576 -9.182  0.73
O: -17.158 -24.294 -10.345  -0.71
N: -17.796 -25.666 -8.731  -0.82
N: -17.474 -23.710 -8.279  -0.84
H: -18.056 -25.766 -7.760  0.41
H: -17.835 -26.439 -9.378  0.40
H: -17.459 -22.815 -8.746  0.40
H: -17.182 -23.954 -7.343  0.43
C: -18.441 -19.954 -8.952  0.74
O: -17.372 -19.499 -9.310  -0.79
N: -19.422 -20.085 -9.675  -0.77
N: -18.648 -20.305 -7.775  -0.80
H: -20.325 -20.370 -9.322  0.40
H: -19.241 -19.817 -10.632  0.41
H: -19.563 -20.442 -7.369  0.40
H: -17.777 -20.257 -7.266  0.43
C: -18.530 -23.742 -2.509  0.74
O: -18.958 -23.177 -1.530  -0.68
N: -18.885 -24.832 -3.087  -0.85
N: -17.727 -23.048 -3.293  -0.87
H: -19.469 -25.493 -2.595  0.40
H: -18.450 -25.026 -3.977  0.41
H: -17.725 -23.371 -4.250  0.41
H: -17.187 -22.288 -2.905  0.41
C: -11.934 -24.643 -8.211  0.75
O: -11.832 -24.699 -9.466  -0.72
N: -12.885 -24.012 -7.513  -0.85
N: -11.050 -25.229 -7.482  -0.83
H: -13.646 -23.649 -8.070  0.41
H: -13.021 -24.070 -6.514  0.41
H: -10.357 -25.912 -7.752  0.40
H: -11.217 -25.101 -6.494  0.41
C: -16.589 -25.931 -5.324  0.78
O: -17.438 -25.121 -5.647  -0.74
N: -16.184 -26.730 -6.233  -0.80
N: -16.058 -26.171 -4.129  -0.85
H: -16.431 -26.585 -7.202  0.42
H: -15.489 -27.382 -5.899  0.38
H: -16.455 -25.508 -3.479  0.41
H: -15.272 -26.746 -3.860  0.42
C: -15.332 -18.146 -3.294  0.75
O: -15.038 -17.341 -2.438  -0.70
N: -16.502 -18.721 -3.375  -0.85
N: -14.651 -18.456 -4.328  -0.82
H: -17.093 -18.427 -2.611  0.40
H: -16.698 -19.453 -4.043  0.41
H: -14.900 -19.141 -5.027  0.41
H: -13.767 -17.967 -4.322  0.39
C: -12.490 -24.603 -3.602  0.75
O: -11.888 -24.944 -4.613  -0.74
N: -13.626 -24.019 -3.610  -0.81
N: -12.137 -24.973 -2.433  -0.82
H: -14.028 -23.673 -4.470  0.44
H: -14.156 -24.060 -2.752  0.37
H: -12.817 -24.781 -1.712  0.39
H: -11.229 -25.415 -2.406  0.42
C: -13.965 -17.849 -10.104  0.69
O: -12.697 -17.929 -10.131  -0.15
N: -14.614 -16.699 -9.904  -0.77
N: -14.708 -18.867 -10.097  -0.60
H: -15.620 -16.615 -9.871  0.44
H: -14.074 -15.851 -9.800  0.42
H: -14.214 -19.658 -10.485  0.43
H: -15.447 -19.063 -9.437  0.50



No. 5
This record from OMol25 describes a structure of composition C28H47Cl2NO14P2Si2 in a non-equilibrium geometry. The level of theory is ωB97M-V/def2-TZVPD.

2S+1: 1
E_HOMO: -7.573 eV
frontier orbital gap: 0.2969 Ha
total energy: -4385.5449 Eh

Last column: Löwdin charge in e.
CARTESIAN COORDINATES (ANGSTROEM)
C: -3.353 0.422 4.181  -0.14
C: -1.881 0.574 3.744  -0.45
P: -1.038 -0.946 3.141  0.87
C: -1.679 -2.373 4.080  -0.47
C: -1.114 -2.424 5.515  -0.16
Si: -1.312 -1.209 0.968  0.01
Cl: -2.813 -2.605 0.533  0.36
C: -1.805 0.408 0.134  -0.31
O: -0.629 1.046 -0.329  -0.26
C: -0.913 1.971 -1.357  -0.11
O: 0.151 -1.623 0.346  -0.33
Si: 0.343 -2.829 -0.790  0.36
C: 2.091 -2.631 -1.440  -0.27
C: 2.984 -1.976 -0.372  -0.26
C: 2.816 -0.445 -0.383  -0.17
C: 2.939 0.110 1.017  -0.17
O: 4.236 -0.231 1.551  -0.03
C: 4.250 -0.740 2.785  -0.37
O: 3.533 -1.590 3.187  0.10
C: -0.803 -2.595 -2.269  -0.35
C: -1.526 -3.644 -2.832  -0.10
C: -2.331 -3.442 -3.949  -0.06
C: -2.389 -2.150 -4.462  -0.05
C: -1.639 -1.159 -3.835  -0.13
N: -0.870 -1.346 -2.769  0.09
P: 0.184 -4.945 0.032  0.42
O: -0.634 -4.820 1.459  -0.47
Cl: 2.100 -5.201 0.733  0.23
H: -3.768 -0.555 3.958  0.05
H: -3.448 0.562 5.254  0.05
H: -4.001 1.152 3.708  0.07
H: -1.782 1.394 3.043  0.06
H: -1.314 0.870 4.622  0.06
H: -2.764 -2.380 4.160  0.06
H: -1.406 -3.292 3.572  0.05
H: -1.844 -2.073 6.239  0.06
H: -0.186 -1.869 5.605  0.05
H: -0.878 -3.454 5.767  0.06
H: -2.449 0.171 -0.720  0.08
H: -2.354 1.075 0.805  0.08
H: -1.496 1.503 -2.145  0.06
H: -1.466 2.825 -0.961  0.09
H: 0.011 2.319 -1.805  0.09
H: 2.445 -3.614 -1.748  0.06
H: 2.067 -1.984 -2.315  0.08
H: 4.019 -2.220 -0.594  0.11
H: 2.749 -2.355 0.619  0.07
H: 3.617 -0.034 -0.996  0.11
H: 1.857 -0.164 -0.809  0.10
H: 2.837 1.192 1.017  0.13
H: 2.140 -0.308 1.622  0.11
H: 5.025 -0.304 3.421  0.14
H: -1.437 -4.635 -2.410  0.07
H: -2.883 -4.251 -4.398  0.10
H: -2.979 -1.927 -5.335  0.10
H: -1.675 -0.153 -4.234  0.09
H: -1.524 -5.157 1.308  0.02
C: 1.966 1.645 -6.654  -0.01
C: 0.474 1.858 -6.586  -0.32
C: -0.024 3.184 -7.110  -0.08
O: -1.246 3.356 -6.366  0.07
C: -1.099 2.694 -5.195  -0.57
O: -1.841 2.770 -4.270  0.15
O: 0.016 1.927 -5.218  0.07
H: 2.500 2.582 -6.482  0.05
H: 2.280 0.932 -5.892  0.09
H: 2.251 1.259 -7.632  0.09
H: -0.057 1.028 -7.063  0.16
H: -0.226 3.187 -8.178  0.14
H: 0.648 4.007 -6.861  0.14
C: -4.656 -1.369 9.549  -0.02
C: -4.937 -0.202 8.632  -0.33
C: -6.064 0.714 9.051  -0.09
O: -6.489 1.258 7.793  0.06
C: -6.198 0.341 6.836  -0.57
O: -6.572 0.395 5.713  0.17
O: -5.421 -0.648 7.348  0.07
H: -5.574 -1.756 9.993  0.09
H: -4.189 -2.182 8.996  0.09
H: -3.988 -1.067 10.354  0.09
H: -4.021 0.368 8.453  0.16
H: -5.756 1.509 9.725  0.14
H: -6.902 0.166 9.488  0.14
C: 6.498 2.655 -3.481  -0.01
C: 6.210 3.056 -4.907  -0.32
C: 6.758 4.394 -5.345  -0.09
O: 5.847 4.759 -6.395  0.07
C: 4.664 4.163 -6.127  -0.56
O: 3.644 4.391 -6.695  0.15
O: 4.797 3.269 -5.121  0.08
H: 6.495 3.519 -2.816  0.09
H: 5.740 1.961 -3.121  0.09
H: 7.472 2.173 -3.411  0.09
H: 6.525 2.266 -5.594  0.16
H: 7.776 4.351 -5.723  0.14
H: 6.690 5.148 -4.559  0.14



No. 6
This record from OMol25 describes the molecule C7H13NO in a non-equilibrium geometry. The level of theory is ωB97M-V/def2-TZVPD.

SMILES: CC(C)=C/C(C)=C(\N)O
2S+1: 1
E_HOMO: -7.160 eV
energy above the lowest of the compared OMol25 structures with the same formula, charge and spin: 64.10 kcal per mole
frontier orbital gap: 0.2927 Ha
total energy: -404.4253 Eh

Last column: natural (NBO) charge in e.
CARTESIAN COORDINATES (ANGSTROEM)
C: 1.144 1.140 -1.192  -0.64
C: -0.254 0.597 -1.002  0.02
C: -1.334 1.501 -1.538  -0.67
C: -0.527 -0.768 -0.782  -0.23
C: 0.083 -1.220 0.383  -0.15
C: 0.677 -2.574 0.630  -0.63
C: 0.236 -0.104 1.239  0.51
N: -0.783 0.716 1.792  -0.88
O: 1.326 -0.111 2.068  -0.69
H: 1.322 1.352 -2.256  0.20
H: 1.283 2.083 -0.653  0.20
H: 1.912 0.443 -0.856  0.22
H: -2.303 0.997 -1.589  0.21
H: -1.452 2.369 -0.876  0.22
H: -1.097 1.894 -2.533  0.21
H: -1.285 -1.333 -1.323  0.19
H: 0.414 -3.267 -0.173  0.22
H: 1.771 -2.534 0.665  0.23
H: 0.334 -2.995 1.579  0.21
H: -1.165 0.284 2.632  0.37
H: -1.539 0.872 1.138  0.39
H: 1.236 0.659 2.648  0.49